13
Properties=species:S:1:pos:R:3:lowdin_charge:R:1 method="wB97M-V/def2-TZVPD" orbital_gap_ev=9.3 total_charge=0 relative_energy_kcal_mol=151.51 e_tot_ev=-7793.0744 e_homo_ev=-8.55 smiles="CC1=C(ON)C1"
C 2.2748 -0.5875 -0.2155 -0.021
H -0.5183 -1.4593 1.0064 0.062
H -2.5921 1.3350 0.3106 0.075
H -0.3403 0.0817 2.0338 0.112
C 0.9422 -0.0282 0.0764 -0.185
H 2.9262 -0.3246 0.5671 0.069
O -1.1387 1.0701 -1.1591 -0.159
C -0.2071 -0.4441 1.0064 -0.085
N -2.4500 1.3555 -0.6999 -0.010
H -3.0026 0.6389 -1.3006 0.123
H 2.4155 -0.2091 -1.2045 0.085
C -0.2697 0.1676 -0.3200 -0.147
H 1.9601 -1.5960 -0.1011 0.081

---

112
Properties=species:S:1:pos:R:3:lowdin_charge:R:1 method="wB97M-V/def2-TZVPD" orbital_gap_ev=4.6 total_charge=0 relative_energy_kcal_mol=228.86 e_tot_ev=-75761.1244 e_homo_ev=-6.01
C -0.9178 1.1213 3.7186 -0.062
H -3.7045 -3.9238 -2.4164 0.080
H -3.2663 -0.6154 -4.2326 0.071
H -4.8284 5.2431 -7.0806 0.130
H -2.8486 3.3004 -6.4102 0.128
C -4.1472 4.6856 -3.6897 -0.123
H 1.6636 1.5039 -7.4981 0.084
C -3.5727 3.8953 -5.8625 -0.108
O -1.0134 1.0031 1.4029 -0.276
C 3.9868 -1.0836 4.5836 -0.196
C -2.4569 -2.3538 -3.2040 -0.652
H 2.5071 -6.4708 8.8057 0.095
H 1.3867 3.0714 -8.2688 0.075
C 0.5864 -2.1546 7.3453 -0.045
C 1.8702 1.5045 2.0303 -0.344
H -3.7915 -3.7590 -4.1832 0.073
H 3.0777 -3.0481 1.4435 0.037
N -2.0317 -1.2383 6.3339 0.057
H 2.7947 3.2795 -6.2016 0.124
C 3.4212 -0.9138 1.1278 -0.353
H -3.7482 4.9900 -2.7260 0.137
H 3.0031 3.1119 3.1360 0.072
H 0.1066 2.3031 -7.3061 0.064
N -0.6329 -2.1631 1.6759 -0.131
H 3.9972 -2.0502 4.0759 0.060
H -1.5012 -4.8012 7.2480 0.119
N -1.8490 -2.1945 7.0830 0.055
H 3.2552 1.4027 -5.0913 0.139
C -1.3410 -0.8900 5.0887 -0.201
C -2.4264 -1.3078 -4.3352 -0.072
H 1.0202 2.1646 1.8971 0.057
H -4.6094 -2.5865 -3.1266 0.074
H 0.6243 -6.0047 7.5582 0.103
N -3.0525 4.2271 -4.5394 -0.133
C -1.3359 0.4674 4.9006 -0.033
C -1.6403 -0.9699 -1.1009 -0.110
H 0.0297 -3.4499 5.1418 0.084
H -4.4959 3.3110 -5.7786 0.137
C -2.2938 -1.6029 -1.9280 -0.210
Sb 1.8647 -0.6004 2.7454 1.580
N -3.8291 6.2727 -5.5109 0.030
H 3.4477 1.5071 3.6045 0.033
C 0.2463 2.5512 -4.2302 -0.130
H 4.5527 -1.2133 5.5100 0.063
H -4.9580 6.7431 -3.7782 0.132
O 3.2430 -1.0429 -2.1597 -0.023
H 1.8949 2.1420 4.1156 0.055
C -0.5922 -1.1509 2.7481 -0.348
C 2.2821 0.7664 -3.3567 -0.014
C 1.7136 3.1713 -6.1325 -0.200
H -1.6266 1.0676 5.7562 0.113
H -5.7412 5.6176 -4.8956 0.131
C 1.1418 0.9659 -2.5085 -0.300
H -1.5012 -0.7373 -4.2404 0.069
H -0.7125 3.9127 -5.6184 0.102
H -1.2486 -3.9236 -4.1673 0.076
H 4.2976 -0.6377 1.7249 0.038
H 0.5511 -1.0728 7.3101 0.120
C 0.3048 -3.0750 1.8383 -0.235
H -2.9138 6.0657 -5.0626 0.175
H -3.0880 5.4889 -7.3171 0.132
O 3.0483 -4.7656 7.7490 -0.084
C 3.1058 -6.1665 7.9437 -0.085
C 1.8186 -4.2050 7.5963 -0.282
C -0.7669 -1.7392 4.0522 -0.135
C 2.4712 -0.6296 4.8695 -0.287
C -4.7963 5.8900 -4.4317 -0.067
C -2.0075 3.4011 -4.0116 -0.152
C -0.5946 -2.8744 7.2043 -0.306
C -3.8582 5.2364 -6.5906 -0.075
C -0.8095 3.3469 -4.7009 0.039
F -3.3409 2.6904 -2.1900 0.063
C -0.5731 -4.2509 7.3365 -0.038
C 1.7853 -2.8124 7.5368 -0.008
H 2.7645 -6.7069 7.0571 0.094
C -1.2007 -3.2413 -3.3140 -0.065
H 4.5460 -2.6800 0.5369 0.078
C 3.4526 -0.1985 -3.0516 -0.665
H 2.5773 1.5920 1.2076 0.052
H 1.2950 4.1732 -6.0329 0.107
H -1.0864 -3.7950 -2.3800 0.078
H 2.7176 -2.2674 7.6176 0.121
C 1.1821 2.4744 -7.3789 -0.066
H 1.5352 -4.1129 3.3146 0.108
H -2.4751 -1.7886 -5.3189 0.074
H -0.8687 2.1969 3.6303 0.117
C -0.8563 0.3913 2.5459 -0.509
C 0.6296 -4.9258 7.5084 -0.016
C -1.1256 1.9180 -2.3295 0.093
H 3.3670 -0.2301 0.2814 0.042
C -0.0398 -2.9366 4.1974 -0.056
Sr 0.3230 -0.5002 0.5783 1.361
H 0.5620 -3.7191 1.0009 0.131
H -4.9006 3.9149 -3.5184 0.132
H -1.2330 1.3206 -1.4277 0.087
H 2.4657 0.2903 5.4411 0.054
C -3.7187 -3.2084 -3.2398 -0.077
H -3.9175 7.2280 -5.8425 0.183
N 1.4370 2.4198 -4.9146 -0.044
C 2.3650 1.5136 -4.4823 0.026
O 0.9692 0.4379 -1.4282 -0.142
C 3.5125 -2.3753 0.6961 -0.178
H 2.9674 -2.5164 -0.2385 0.059
C 2.5940 2.1081 3.2787 -0.208
H 2.0063 -1.4893 5.3357 0.007
O 4.4658 -0.0018 -3.7492 -0.045
C 0.0800 1.8540 -3.0287 -0.031
H 4.1498 -6.4028 8.1276 0.091
C 0.7483 -3.3881 3.1518 -0.115
H 4.5379 -0.3466 3.9998 0.039
C -2.1515 2.6622 -2.8362 -0.184
H -0.3130 -2.6073 -3.3505 0.081

---

9
Properties=species:S:1:pos:R:3:lowdin_charge:R:1 method="wB97M-V/def2-TZVPD" orbital_gap_ev=10.4 total_charge=0 relative_energy_kcal_mol=63.45 e_tot_ev=-9648.6796 e_homo_ev=-9.73 smiles="N=C=O.NN=O"
H 1.9169 0.9185 0.8681 0.129
N 1.4803 0.6767 -0.0245 0.084
H 1.3416 1.3855 -0.7249 0.113
N -1.9913 -0.7689 -0.5785 0.202
C -1.5937 0.1404 0.0801 -0.477
H -1.6872 -1.7081 -0.6769 0.078
N 0.9170 -0.4781 -0.2345 -0.202
O -1.3793 1.1371 0.6277 0.137
O 0.9958 -1.3031 0.6634 -0.062

---

7
Properties=species:S:1:pos:R:3:lowdin_charge:R:1 method="wB97M-V/def2-TZVPD" orbital_gap_ev=10.6 total_charge=+1 relative_energy_kcal_mol=93.59 e_tot_ev=-6203.8440 e_homo_ev=-18.20
H -0.4701 -1.8918 0.0788 0.197
H -0.6589 1.2252 0.7476 0.171
C -0.0584 -0.8712 -0.0352 0.196
C -0.3277 0.5539 -0.0154 0.033
O 1.2511 -0.6312 0.0046 0.159
O 1.1784 0.7504 0.0556 0.088
H -0.9143 0.8647 -0.8361 0.156